Entry 1:
{
  "formula": "C29H49N5O2S2",
  "method": "ωB97M-V/def2-TZVPD",
  "e_tot_ev": -64083.11675,
  "max_force_ev_per_a": 2.1,
  "homo_lumo_gap_ev": 8.056,
  "elements": ["O", "C", "N", "C", "C", "C", "C", "C", "S", "C", "N", "N", "C", "O", "C", "N", "S", "N", "C", "C", "H", "H", "H", "H", "H", "H", "H", "C", "C", "C", "C", "C", "C", "H", "H", "H", "H", "H", "H", "H", "H", "H", "H", "H", "H", "H", "H", "C", "C", "C", "C", "C", "C", "H", "H", "H", "H", "H", "H", "H", "H", "H", "H", "H", "H", "H", "H", "C", "C", "C", "C", "C", "C", "H", "H", "H", "H", "H", "H", "H", "H", "H", "H", "H", "H", "H", "H"],
  "coordinates": [[4.976, 2.815, 0.782], [3.881, 2.595, 1.078], [2.668, 2.389, 1.193], [1.965, 3.579, 1.593], [0.806, 3.402, 2.441], [0.090, 4.493, 2.887], [-1.105, 4.318, 3.811], [-2.468, 4.323, 3.092], [-2.417, 3.490, 1.463], [-4.137, 3.514, 0.992], [-4.908, 2.546, 0.575], [-6.123, 3.141, 0.396], [-6.044, 4.396, 0.701], [-4.762, 4.699, 1.084], [0.497, 5.813, 2.498], [-0.065, 6.983, 2.851], [0.819, 8.146, 2.120], [1.982, 7.270, 1.331], [1.658, 6.013, 1.641], [2.376, 4.842, 1.220], [0.507, 2.404, 2.751], [-0.970, 3.402, 4.392], [-1.109, 5.183, 4.487], [-3.171, 3.758, 3.722], [-2.900, 5.324, 2.988], [-6.824, 5.138, 0.650], [3.261, 4.976, 0.600], [2.657, 1.184, -2.406], [2.113, -0.057, -1.707], [3.196, -0.881, -1.012], [4.264, -1.461, -1.941], [3.732, -2.357, -3.058], [3.021, -3.605, -2.546], [3.357, 0.927, -3.203], [1.841, 1.752, -2.857], [3.168, 1.836, -1.695], [1.566, -0.674, -2.426], [1.383, 0.257, -0.956], [2.717, -1.693, -0.456], [3.691, -0.257, -0.262], [4.975, -2.033, -1.335], [4.842, -0.646, -2.387], [4.574, -2.666, -3.684], [3.059, -1.792, -3.710], [3.690, -4.209, -1.930], [2.688, -4.221, -3.384], [2.140, -3.354, -1.953], [-3.191, 0.132, 4.501], [-4.123, 0.921, 5.415], [-3.405, 1.559, 6.604], [-2.745, 0.572, 7.569], [-3.689, -0.464, 8.178], [-4.793, 0.152, 9.032], [-2.726, -0.707, 5.021], [-3.746, -0.273, 3.654], [-2.400, 0.776, 4.107], [-4.932, 0.273, 5.761], [-4.596, 1.715, 4.830], [-4.117, 2.183, 7.152], [-2.635, 2.243, 6.230], [-2.274, 1.141, 8.377], [-1.931, 0.050, 7.057], [-3.100, -1.141, 8.803], [-4.134, -1.081, 7.393], [-4.370, 0.737, 9.851], [-5.418, -0.630, 9.467], [-5.443, 0.803, 8.445], [2.153, -7.139, -8.795], [1.916, -5.636, -8.905], [2.660, -4.828, -7.843], [2.253, -5.126, -6.399], [0.771, -4.926, -6.085], [0.304, -3.486, -6.270], [1.792, -7.537, -7.845], [1.626, -7.666, -9.592], [3.216, -7.373, -8.884], [0.843, -5.430, -8.858], [2.249, -5.301, -9.891], [2.519, -3.762, -8.048], [3.734, -5.011, -7.945], [2.845, -4.486, -5.735], [2.531, -6.154, -6.148], [0.595, -5.220, -5.047], [0.159, -5.593, -6.699], [0.874, -2.808, -5.630], [-0.750, -3.390, -6.005], [0.414, -3.155, -7.304]],
  "atomic_forces_ev_per_a": [[0.377, -0.349, 0.509], [-0.909, -0.134, -1.207], [0.925, 0.721, 0.680], [-0.708, 0.784, 0.370], [-0.012, 1.102, -0.103], [0.014, -0.646, 0.169], [0.326, 0.489, -0.572], [-0.946, -0.255, 0.472], [-0.321, -0.266, -0.409], [0.860, -0.430, 0.545], [1.045, 1.003, 0.633], [-1.460, 0.621, -0.370], [1.033, -1.412, -0.199], [-0.897, 0.478, -0.033], [0.716, 0.735, -0.562], [0.773, -0.017, -0.715], [0.211, -0.529, -0.037], [-1.725, 0.020, 1.211], [0.043, -1.622, 0.112], [0.049, -0.361, -0.122], [0.140, 0.106, -0.137], [-0.110, 0.098, -0.117], [-0.072, -0.341, 0.063], [0.135, 0.130, -0.182], [0.416, -0.080, -0.151], [0.244, 0.073, 0.141], [-0.169, -0.016, 0.051], [-0.154, -0.054, -0.062], [0.082, 0.104, 0.088], [-0.061, -0.093, 0.004], [0.032, 0.089, -0.036], [0.055, -0.095, 0.072], [-0.052, 0.046, -0.143], [0.022, 0.023, 0.018], [0.052, 0.049, -0.001], [0.038, -0.001, -0.031], [0.014, -0.028, 0.018], [-0.012, -0.029, -0.013], [0.024, 0.002, 0.006], [-0.022, 0.012, -0.003], [-0.005, -0.015, -0.020], [-0.007, 0.005, 0.019], [-0.017, 0.037, -0.027], [0.017, 0.025, 0.010], [-0.027, 0.008, 0.031], [-0.015, -0.048, 0.054], [0.013, -0.019, 0.019], [-0.173, -0.025, -0.024], [0.171, 0.066, -0.050], [-0.109, 0.030, 0.052], [0.072, -0.042, -0.059], [0.013, 0.083, 0.097], [-0.027, -0.131, -0.054], [0.030, 0.024, -0.001], [0.078, 0.008, -0.035], [0.029, -0.036, -0.002], [-0.008, 0.030, 0.028], [-0.055, -0.028, 0.017], [0.024, 0.003, 0.013], [-0.006, -0.007, -0.017], [-0.013, -0.017, 0.011], [-0.006, 0.019, -0.010], [0.000, -0.023, -0.042], [0.028, 0.009, -0.017], [-0.017, 0.035, -0.019], [-0.018, 0.045, 0.029], [0.005, 0.018, 0.023], [-0.134, 0.040, -0.088], [0.139, -0.069, 0.015], [-0.060, 0.106, -0.012], [0.025, -0.106, 0.007], [0.061, 0.118, 0.056], [-0.109, -0.099, -0.001], [0.030, -0.012, 0.002], [0.034, -0.044, 0.025], [-0.001, -0.011, 0.047], [0.009, 0.030, 0.014], [-0.042, 0.027, 0.004], [0.007, -0.003, 0.020], [-0.011, -0.014, -0.015], [-0.011, 0.005, -0.003], [0.018, 0.010, -0.007], [-0.010, -0.041, -0.023], [0.027, -0.018, 0.000], [0.019, 0.014, -0.034], [0.017, 0.057, -0.001], [0.019, 0.025, 0.014]]
}

***

Entry 2:
{
  "formula": "C29H50BF4N8PdS",
  "method": "ωB97M-V/def2-TZVPD",
  "e_tot_ev": -68648.33002,
  "max_force_ev_per_a": 0.6,
  "total_charge": 3,
  "homo_lumo_gap_ev": [5.046, 5.031],
  "de_lowest_kcal_mol": 0.0,
  "elements": ["Pd", "C", "N", "C", "C", "N", "C", "C", "C", "C", "C", "C", "C", "C", "C", "N", "C", "N", "C", "C", "N", "C", "C", "C", "N", "C", "C", "H", "H", "H", "H", "H", "H", "H", "H", "H", "H", "H", "H", "H", "H", "H", "H", "H", "H", "H", "H", "H", "H", "H", "H", "H", "H", "H", "H", "H", "H", "C", "C", "C", "C", "N", "C", "S", "N", "C", "C", "C", "C", "H", "H", "H", "H", "H", "H", "H", "H", "H", "H", "H", "H", "H", "H", "H", "H", "H", "H", "H", "H", "F", "B", "F", "F", "F"],
  "coordinates": [[-1.060, -0.030, -0.224], [-5.405, -2.516, -2.335], [-4.711, -1.923, -1.179], [-5.435, -2.019, 0.099], [-3.516, -1.334, -1.286], [-2.637, -1.323, -0.240], [-2.473, -2.405, 0.565], [-2.660, -3.739, 0.030], [-2.453, -4.863, 0.765], [-2.091, -4.727, 2.110], [-1.927, -3.451, 2.675], [-1.773, -3.369, 4.048], [-1.800, -2.103, 4.710], [-1.822, -0.975, 3.979], [-1.737, -1.016, 2.516], [-1.366, 0.038, 1.842], [-1.020, 1.248, 2.491], [0.021, 1.270, 3.302], [1.101, 0.269, 3.247], [0.184, 2.273, 4.370], [-1.738, 2.315, 2.194], [-1.198, 3.685, 2.227], [-3.102, 2.218, 1.656], [-2.033, -2.272, 1.878], [-3.162, -0.680, -2.384], [-1.754, -0.362, -2.629], [-4.130, -0.012, -3.270], [-5.765, -3.502, -2.041], [-4.722, -2.635, -3.171], [-6.263, -1.919, -2.642], [-6.492, -1.859, -0.101], [-5.096, -1.248, 0.787], [-5.328, -3.000, 0.564], [-2.898, -3.829, -1.022], [-2.541, -5.844, 0.315], [-1.932, -5.604, 2.729], [-1.698, -4.279, 4.636], [-1.802, -2.062, 5.792], [-1.845, -0.014, 4.475], [1.018, -0.359, 2.366], [1.089, -0.340, 4.153], [2.050, 0.801, 3.207], [-0.767, 2.736, 4.615], [0.913, 3.036, 4.102], [0.553, 1.748, 5.251], [-0.115, 3.659, 2.179], [-1.530, 4.234, 3.105], [-1.566, 4.197, 1.340], [-3.481, 1.206, 1.728], [-3.112, 2.539, 0.614], [-3.752, 2.877, 2.230], [-1.101, -1.170, -2.300], [-1.492, 0.615, -2.183], [-1.589, -0.246, -3.698], [-5.100, 0.057, -2.788], [-4.226, -0.531, -4.222], [-3.771, 0.998, -3.460], [5.175, 3.763, -1.248], [4.267, 4.942, -1.601], [3.052, 4.604, -2.466], [2.000, 3.718, -1.812], [2.452, 2.313, -1.777], [1.886, 1.309, -1.142], [0.462, 1.679, -0.169], [2.355, 0.090, -1.229], [3.479, -0.346, -2.074], [4.815, -0.274, -1.345], [5.974, -0.771, -2.211], [5.919, -2.269, -2.506], [6.088, 4.112, -0.767], [5.478, 3.209, -2.144], [4.697, 3.066, -0.552], [4.852, 5.688, -2.138], [3.928, 5.433, -0.685], [3.371, 4.141, -3.408], [2.552, 5.531, -2.750], [1.066, 3.769, -2.374], [1.802, 4.056, -0.792], [3.319, 2.120, -2.261], [1.972, -0.592, -0.589], [3.497, 0.252, -2.987], [3.256, -1.367, -2.371], [4.747, -0.880, -0.436], [4.996, 0.759, -1.031], [6.906, -0.536, -1.698], [5.997, -0.204, -3.148], [5.852, -2.849, -1.582], [6.815, -2.590, -3.035], [5.065, -2.539, -3.132], [-0.050, -2.338, -1.111], [0.822, -2.820, -0.053], [2.038, -3.157, -0.569], [0.176, -3.820, 0.654], [0.982, -1.659, 0.820]],
  "atomic_forces_ev_per_a": [[-0.393, 0.022, 0.206], [0.024, -0.011, 0.063], [-0.099, -0.040, 0.081], [0.132, -0.026, -0.087], [-0.047, -0.031, 0.105], [-0.013, 0.075, 0.024], [0.102, -0.149, 0.001], [-0.091, 0.095, 0.007], [-0.077, -0.136, 0.053], [0.005, -0.154, 0.048], [0.007, -0.038, 0.168], [-0.012, -0.187, -0.022], [0.011, -0.066, 0.128], [0.012, 0.129, 0.033], [-0.064, -0.046, 0.133], [0.395, 0.229, -0.432], [0.087, 0.156, 0.090], [0.129, -0.054, 0.129], [-0.037, -0.016, -0.001], [-0.009, -0.045, -0.051], [-0.223, 0.094, -0.019], [-0.023, -0.031, 0.000], [0.087, 0.075, 0.004], [-0.067, -0.151, -0.095], [0.137, 0.219, -0.429], [-0.258, -0.382, 0.020], [0.053, -0.045, -0.001], [0.015, 0.010, 0.024], [0.031, 0.023, 0.007], [-0.005, 0.027, 0.012], [-0.026, 0.038, -0.034], [0.051, -0.006, -0.013], [0.030, -0.037, -0.042], [-0.038, 0.005, -0.005], [0.009, 0.039, 0.030], [-0.013, 0.064, -0.048], [0.000, 0.077, -0.049], [-0.003, -0.016, -0.026], [-0.003, -0.012, -0.014], [-0.026, 0.036, 0.056], [-0.030, 0.027, -0.028], [-0.010, 0.040, 0.004], [-0.007, -0.013, -0.037], [0.007, 0.000, -0.029], [-0.001, -0.028, -0.017], [0.019, -0.023, 0.018], [-0.020, -0.009, 0.032], [-0.012, -0.012, -0.032], [-0.007, -0.067, 0.023], [0.024, -0.009, -0.010], [0.021, 0.019, 0.008], [0.001, -0.119, -0.126], [0.043, 0.401, 0.027], [0.045, 0.098, -0.005], [0.013, -0.029, 0.024], [-0.002, -0.019, 0.006], [0.020, 0.009, 0.009], [-0.054, 0.033, -0.006], [0.016, -0.094, -0.015], [0.056, -0.022, 0.009], [-0.005, -0.039, -0.043], [0.066, 0.263, -0.064], [-0.211, 0.241, -0.033], [0.133, 0.192, 0.053], [-0.036, -0.482, -0.035], [0.056, 0.008, 0.066], [0.022, 0.029, 0.010], [-0.049, -0.052, -0.025], [-0.034, 0.043, 0.020], [-0.021, -0.009, -0.016], [-0.014, 0.026, 0.033], [0.013, 0.030, -0.022], [0.037, 0.021, -0.025], [-0.009, 0.004, 0.018], [0.000, 0.015, 0.009], [-0.010, 0.002, 0.004], [-0.015, -0.041, 0.029], [0.032, -0.020, 0.004], [0.045, 0.026, 0.050], [-0.055, -0.130, 0.055], [-0.067, -0.003, -0.010], [-0.039, -0.085, 0.014], [0.015, 0.013, -0.006], [0.022, -0.027, 0.011], [0.026, -0.003, 0.033], [0.005, -0.005, 0.004], [0.014, 0.033, -0.029], [-0.006, 0.013, 0.006], [0.009, 0.008, 0.010], [0.098, -0.197, 0.286], [0.220, 0.370, -0.048], [-0.178, 0.047, 0.048], [0.172, 0.075, -0.090], [-0.143, -0.289, -0.224]]
}

***

Entry 3:
{
  "formula": "C29H50BrCl4FN3O2",
  "method": "ωB97M-V/def2-TZVPD",
  "e_tot_ev": -162274.27902,
  "max_force_ev_per_a": 9.5,
  "total_charge": 1,
  "homo_lumo_gap_ev": 6.718,
  "de_lowest_kcal_mol": 379.8,
  "elements": ["C", "C", "C", "C", "C", "C", "C", "C", "C", "C", "N", "C", "C", "C", "F", "N", "C", "C", "C", "C", "N", "C", "C", "C", "C", "C", "C", "O", "Br", "C", "C", "C", "C", "C", "O", "H", "H", "H", "H", "H", "H", "H", "H", "H", "H", "H", "H", "H", "H", "H", "H", "H", "H", "H", "H", "H", "H", "H", "H", "H", "H", "H", "H", "H", "H", "H", "H", "H", "H", "H", "H", "H", "H", "H", "H", "H", "H", "H", "H", "H", "H", "H", "H", "H", "H", "C", "Cl", "Cl", "Cl", "Cl"],
  "coordinates": [[5.066, -2.816, 2.418], [5.571, -2.220, 0.977], [6.361, -0.787, 1.053], [5.664, 0.346, 2.011], [4.095, 0.676, 1.673], [3.854, 1.859, 0.563], [3.165, 1.253, -0.836], [1.759, 0.484, -0.515], [0.531, 0.774, -1.579], [0.890, 0.478, -3.142], [2.104, -0.384, -3.398], [1.930, -1.825, -3.005], [0.224, 2.418, -1.494], [-0.427, 2.918, -0.093], [-0.560, 4.409, -0.187], [-1.741, 2.218, 0.311], [-1.397, 1.657, 1.709], [-2.479, 0.621, 2.349], [-1.735, -0.820, 2.762], [-2.552, -1.525, 4.040], [-3.264, -2.741, 3.414], [-2.671, -4.130, 3.305], [-3.895, -4.927, 2.524], [-5.117, -3.826, 2.245], [-4.643, -2.393, 2.885], [-2.896, 3.176, 0.532], [-3.600, 3.820, -0.788], [-4.924, 4.134, -0.672], [-2.825, 4.297, -2.557], [-2.067, 1.137, -0.689], [-0.807, 0.072, -0.973], [-1.482, -1.139, -1.828], [-2.185, -2.299, -0.853], [-1.103, -3.359, -0.225], [-3.074, -3.085, -1.766], [4.752, -3.949, 2.216], [5.881, -2.857, 3.256], [4.062, -2.277, 2.746], [4.605, -2.072, 0.297], [6.196, -3.089, 0.449], [6.603, -0.418, -0.046], [7.427, -1.021, 1.538], [6.377, 1.274, 2.028], [5.678, -0.103, 3.117], [3.612, 1.073, 2.690], [3.564, -0.341, 1.444], [4.939, 2.217, 0.221], [3.308, 2.814, 0.961], [3.132, 2.034, -1.706], [3.933, 0.410, -1.192], [1.483, 0.769, 0.611], [2.004, -0.684, -0.464], [1.162, 1.535, -3.633], [0.022, 0.060, -3.805], [2.407, -0.272, -4.411], [1.267, -1.997, -2.056], [3.015, -2.233, -2.721], [1.576, -2.490, -3.910], [1.215, 3.061, -1.665], [-0.431, 2.629, -2.465], [0.425, 2.782, 0.734], [-0.377, 1.035, 1.699], [-1.251, 2.565, 2.434], [-3.469, 0.470, 1.748], [-2.811, 1.083, 3.399], [-0.597, -0.647, 3.077], [-1.783, -1.546, 1.845], [-3.294, -0.787, 4.569], [-1.761, -1.864, 4.867], [-1.617, -4.530, 3.673], [-3.862, -6.053, 2.207], [-6.138, -3.983, 1.693], [-5.201, -1.340, 2.939], [-2.622, 4.090, 1.251], [-3.801, 2.653, 1.115], [-2.377, 1.521, -1.761], [-2.972, 0.427, -0.368], [-0.506, -0.410, 0.077], [-2.399, -0.666, -2.428], [-0.811, -1.660, -2.624], [-2.895, -1.790, -0.075], [-1.220, -4.383, -0.801], [-1.389, -3.546, 0.897], [0.016, -2.955, -0.231], [-2.651, -2.980, -2.671], [-3.638, 5.995, -6.188], [-5.145, 5.056, -6.035], [-2.258, 4.992, -5.675], [-3.416, 6.487, -7.886], [-3.735, 7.445, -5.158]],
  "atomic_forces_ev_per_a": [[-0.794, -0.925, -0.750], [-0.612, -0.223, -0.199], [1.042, -0.729, 0.196], [0.141, -0.959, 0.476], [-0.083, 0.745, 1.314], [1.121, -0.431, -1.596], [1.238, -0.987, 0.592], [0.758, -0.570, 0.029], [0.088, 1.374, 1.415], [0.561, 0.911, -1.460], [-1.033, 0.109, 0.188], [1.461, -1.238, -0.330], [0.093, -0.070, -1.395], [3.420, 1.977, -1.451], [-0.431, -3.531, 0.392], [0.578, 0.671, 0.753], [0.425, -1.680, 2.164], [0.241, 0.012, 1.751], [-0.441, 0.510, 0.279], [1.497, -0.651, -0.647], [-0.853, 0.787, 0.768], [-6.259, 0.331, -2.796], [0.642, 4.690, 1.315], [3.953, 1.619, 2.287], [1.441, -6.712, -1.453], [-2.341, 1.781, 0.628], [-7.823, 1.851, 0.758], [9.162, -2.334, -0.357], [-0.463, -0.622, 1.947], [-0.377, -3.295, -2.332], [-0.324, -0.827, 0.902], [-1.644, 0.204, 0.299], [0.491, -0.200, -1.572], [-0.254, 0.320, 0.717], [1.746, 1.523, -0.241], [0.663, 2.415, 0.492], [-1.589, 0.419, -1.622], [2.323, -0.963, -0.336], [1.929, -0.372, 1.386], [-1.074, 2.240, 1.080], [-0.719, -0.573, 2.255], [-2.233, 0.592, -1.011], [-1.634, -1.532, -0.115], [0.000, 0.971, -2.396], [1.011, -0.947, -2.087], [0.899, 2.009, 0.134], [-2.357, -0.593, 0.787], [0.806, -1.949, -0.569], [-0.153, -1.387, 1.770], [-1.702, 1.925, 0.610], [0.124, -0.491, -2.451], [-0.734, 2.529, -0.186], [-0.600, -2.231, 1.103], [0.870, 0.906, 1.655], [-0.676, -0.388, 1.905], [1.138, 0.577, -2.012], [-2.351, 0.744, -0.553], [0.305, 1.149, 1.883], [-2.168, -1.515, 0.682], [1.014, -0.101, 2.459], [-2.384, 0.231, -1.639], [-2.240, 1.728, -0.493], [-0.276, -1.580, -1.677], [2.018, 0.147, 0.950], [0.632, -0.826, -2.385], [-2.474, -0.140, -0.763], [0.206, 1.317, 1.911], [1.255, -1.603, -1.266], [-1.824, 0.557, -1.918], [-2.655, 1.460, -0.737], [-0.161, 2.597, 0.710], [2.377, 0.146, 1.284], [1.785, -2.707, 0.103], [-0.111, -2.065, -1.860], [2.201, 0.779, -1.604], [0.688, -0.061, 2.480], [1.953, 2.020, -0.176], [-0.624, 1.055, -2.194], [1.898, -1.032, 1.066], [-0.927, 1.031, 1.686], [1.412, -1.104, -1.268], [0.402, 2.270, 1.137], [0.561, 0.166, -2.125], [-2.358, -0.856, -0.175], [-0.883, -0.394, 1.581], [-0.325, 0.254, -0.173], [0.432, 0.215, -0.003], [-0.081, 0.137, -0.205], [-0.016, -0.187, 0.536], [0.061, -0.421, -0.238]]
}